Model 1:
The following is a quantum chemistry calculation of a 2-piece molecular cluster, C3H6O3 overall, from the OMol25 dataset.

## Properties
HOMO-LUMO gap (Eh): 0.37703
Multiplicity: 1
E_HOMO (eV): -10.638

Cartesian coordinates (Å):
O  2.30  -0.15  0.56
C  2.05  -0.28  -0.61
O  2.40  -0.14  -1.72
C  -1.44  0.71  -0.14
C  -0.61  -0.49  0.25
O  -0.07  -0.46  1.48
H  -0.88  1.62  0.03
H  -2.34  0.73  0.49
H  -1.74  0.65  -1.18
H  -1.07  -1.46  0.01
H  0.44  -0.47  -0.54
H  0.97  -0.26  1.36

***

Model 2:
The following is a quantum chemistry calculation of a 2-piece molecular cluster, C3H6O3 overall, from the OMol25 dataset.

## Properties
HOMO-LUMO gap (Eh): 0.36261
Multiplicity: 1
E_HOMO (eV): -9.135

Cartesian coordinates (Å):
C  -2.72  -0.67  0.31
C  -2.08  0.44  0.44
O  -1.80  1.52  0.78
H  -3.63  -0.77  0.85
H  -2.28  -1.51  -0.21
O  2.72  -0.38  -0.90
C  1.73  0.00  0.13
O  0.46  0.29  -0.55
H  3.10  0.00  -1.65
H  2.15  0.84  0.76
H  1.75  -0.90  0.68
H  0.59  1.13  -0.64

***

Relative stability in kcal/mol, measured from the most stable structure: model 1 0.0; model 2 42.1